C21H69AlO18PS | ωB97M-V/def2-TZVPD

Values from the calculation:
Gap between HOMO and LUMO ... 6.3 eV
Energy ... -86470.3687 eV
Charge ... -1
E_HOMO ... -4.30 eV

Geometry as XYZ:
```
111
C21H69AlO18PS ωB97M-V/def2-TZVPD
C 0.01627 1.98745 4.13095
C -1.05396 1.69461 3.08240
C -1.10043 2.67083 1.87416
C -0.29878 3.96520 2.08042
Al -0.57763 1.89798 0.09024
C 1.26399 2.47688 -0.56608
C 2.33070 2.30840 0.43750
O 2.33861 1.53166 1.36223
O 3.48637 3.13282 0.19428
C 3.83758 4.00350 1.16674
C 4.85757 4.98709 0.66695
O 3.43664 4.00161 2.30815
P -0.88590 -0.48124 0.02408
O 0.15675 -1.37168 0.92285
O -0.73939 -0.97894 -1.51966
S -2.74187 -0.86072 0.57064
H 0.98656 2.14520 3.67366
H 0.11271 1.14838 4.81648
H -0.24830 2.86610 4.70994
H -2.01806 1.74671 3.59216
H -0.95705 0.66055 2.76773
H -2.13692 2.97351 1.76034
H 0.73883 3.74225 2.30191
H -0.72116 4.61671 2.84282
H -0.28912 4.52055 1.14150
H -1.63628 2.45773 -0.99516
H 1.52295 1.81462 -1.39408
H 1.26641 3.49622 -0.93442
H 5.80579 4.45763 0.61673
H 4.62421 5.35822 -0.32133
H 4.95278 5.78126 1.39028
H 0.62958 -1.98668 0.35688
H -1.39585 -1.66890 -1.66732
C -0.47804 -4.68428 -2.39267
O 0.13961 -3.81198 -1.44977
H -1.35121 -5.13667 -1.92813
H -0.78183 -4.11901 -3.27043
H 0.21450 -5.47569 -2.68867
H 0.90119 -3.42486 -1.88998
C 0.00816 6.54019 -1.63323
O 0.62259 5.35061 -2.10999
H -0.69509 6.25847 -0.85366
H 0.75591 7.22132 -1.21571
H -0.53111 7.04677 -2.43927
H 1.24102 5.60173 -2.79943
C -4.82323 3.56816 3.56542
O -3.77558 4.54156 3.55150
H -4.60334 2.81312 2.81717
H -4.88664 3.09214 4.54861
H -5.78211 4.03753 3.32392
H -3.97972 5.19983 4.21745
C 0.57756 -7.63412 -0.34612
O -0.18939 -7.95935 -1.51366
H 1.46228 -7.08720 -0.66321
H -0.00838 -7.00421 0.32588
H 0.87645 -8.53686 0.17516
H -0.96757 -8.43341 -1.21726
C -7.08474 1.21229 1.70384
O -5.70132 1.38643 1.44762
H -7.62507 1.92970 1.08883
H -7.41255 0.20137 1.43690
H -7.31945 1.39804 2.75695
H -5.21804 0.74697 1.97962
C 0.48271 -10.72998 2.37605
O 0.66880 -9.32266 2.34643
H 0.29073 -11.05934 1.35681
H 1.37542 -11.24141 2.74853
H -0.37228 -11.00338 3.00166
H 0.83838 -9.02862 3.24824
C 0.64732 -1.96839 -5.42455
O 0.82942 -3.17965 -4.69669
H 0.01529 -1.31286 -4.83016
H 1.60730 -1.47707 -5.60103
H 0.15871 -2.16672 -6.38342
H 1.39169 -3.75878 -5.21966
C 3.14878 1.50398 -5.87870
O 2.99849 0.74503 -7.07883
H 3.61321 0.86705 -5.13171
H 3.78567 2.37770 -6.04239
H 2.17517 1.83158 -5.50746
H 2.58276 1.31395 -7.72851
C 0.91647 10.05786 -3.00158
O 1.55327 8.88859 -3.50478
H 0.22292 9.74176 -2.22717
H 1.64420 10.74710 -2.56447
H 0.35769 10.57298 -3.78786
H 2.16821 9.15706 -4.18962
C -8.60767 1.53585 5.58257
O -7.22149 1.72153 5.32705
H -9.15009 2.25005 4.96842
H -8.92847 0.52517 5.31398
H -8.84572 1.72182 6.63407
H -6.73381 1.09355 5.86400
C 5.94081 1.11862 0.20285
O 7.33379 1.12572 -0.13740
H 5.43261 1.80902 -0.45905
H 5.51397 0.12176 0.07032
H 5.79057 1.44235 1.23525
H 7.77812 0.51332 0.45061
C 2.65073 -5.45946 -7.64346
O 2.85919 -4.63149 -6.50297
H 1.70138 -5.17166 -8.08609
H 3.44380 -5.31541 -8.38141
H 2.60434 -6.51409 -7.36107
H 3.69559 -4.87712 -6.10329
C 0.23593 -7.54559 6.41702
O 0.83830 -7.59123 5.12670
H -0.16783 -8.53270 6.62595
H 0.97149 -7.29334 7.18491
H -0.57702 -6.81680 6.44371
H 1.19271 -6.71977 4.93656
```